# 1
48
Properties=species:S:1:pos:R:3 method="wB97M-V/def2-TZVPD" de_lowest_kj_mol=0.0 homo_energy_ev=-12.278 total_charge=+1 smiles=Fc1ccc([C@@H](c2ccccc2)[N@H+]2CCC[C@@H]2c2ccccc2)cc1 total_energy_ha=-1044.63211 orbital_gap_ev=9.82
F 0.3554 5.3760 1.0977
C 0.4355 4.0116 0.9644
C 1.1533 3.4980 -0.1144
C 1.1885 2.1180 -0.2569
C 0.5327 1.2715 0.6485
C 0.6935 -0.2263 0.4136
C 1.3179 -1.0426 1.5323
C 1.8755 -2.2776 1.1693
C 2.3205 -3.1590 2.1533
C 2.1688 -2.8219 3.5039
C 1.6953 -1.5574 3.8609
C 1.3123 -0.6424 2.8713
N -0.5590 -0.8471 0.0021
C -1.3615 -1.5815 1.0468
C -2.7646 -1.6673 0.4600
C -2.8290 -0.7563 -0.7734
C -1.5260 0.0311 -0.8441
C -0.8996 0.2901 -2.2052
C -0.8051 1.5722 -2.7646
C -0.0785 1.7706 -3.9459
C 0.5474 0.6954 -4.5828
C 0.3821 -0.5932 -4.0665
C -0.3864 -0.8010 -2.9170
C -0.2234 1.8195 1.6937
C -0.2398 3.2090 1.8851
H 1.6392 4.1429 -0.8481
H 1.7450 1.6690 -1.0851
H 1.3536 -0.3254 -0.4534
H 1.9235 -2.5516 0.1138
H 2.7632 -4.1105 1.8586
H 2.4462 -3.5444 4.2805
H 1.5945 -1.2637 4.9092
H 0.9463 0.3437 3.1516
H -0.2639 -1.6035 -0.6271
H -1.3311 -1.0117 1.9760
H -0.8920 -2.5656 1.2126
H -3.4822 -1.3278 1.2152
H -3.0118 -2.7153 0.2284
H -3.6601 -0.0482 -0.6762
H -3.0044 -1.3463 -1.6809
H -1.6384 0.9690 -0.2827
H -1.2818 2.4178 -2.2545
H 0.0172 2.7799 -4.3545
H 1.1235 0.8546 -5.4960
H 0.8566 -1.4444 -4.5481
H -0.5682 -1.8224 -2.5644
H -0.7747 1.1657 2.3841
H -0.8058 3.6489 2.7087

# 2
48
Properties=species:S:1:pos:R:3 method="wB97M-V/def2-TZVPD" de_lowest_kj_mol=0.0 homo_energy_ev=-8.825 smiles="CC(=O)c1ccc(NC(=O)c2cc(CC(C)C)nc3ccccc23)cc1" total_energy_ha=-1111.58183 orbital_gap_ev=8.58
C 7.8944 -0.2053 1.2745
C 7.1864 0.4296 0.1005
O 7.7973 1.0362 -0.7520
C 5.7131 0.2784 0.0369
C 5.0405 0.8522 -1.0443
C 3.6724 0.7565 -1.1781
C 2.9342 0.0722 -0.2139
N 1.5511 -0.0764 -0.2797
C 0.6763 0.3917 -1.2252
O 0.9814 1.0679 -2.1801
C -0.7413 0.0165 -0.9201
C -1.6802 1.0135 -0.8613
C -3.0202 0.7009 -0.5329
C -4.0420 1.7984 -0.4876
C -5.2840 1.4533 0.3390
C -6.3648 2.5096 0.1265
C -4.9270 1.3438 1.8186
N -3.4024 -0.5219 -0.2812
C -2.5158 -1.5313 -0.3656
C -2.9769 -2.8407 -0.1172
C -2.1261 -3.9051 -0.2227
C -0.7869 -3.7091 -0.5917
C -0.3049 -2.4502 -0.8272
C -1.1475 -1.3275 -0.6999
C 3.5971 -0.5056 0.8713
C 4.9655 -0.4051 0.9965
H 8.9618 -0.0187 1.1896
H 7.7171 -1.2785 1.2840
H 7.5290 0.2192 2.2070
H 5.6244 1.3794 -1.7836
H 3.1694 1.2047 -2.0183
H 1.1448 -0.5989 0.4859
H -1.3918 2.0367 -1.0495
H -4.3434 2.0046 -1.5198
H -3.5760 2.7079 -0.1000
H -5.6551 0.4832 -0.0016
H -6.0087 3.4884 0.4427
H -6.6480 2.5697 -0.9221
H -7.2522 2.2665 0.7060
H -5.8070 1.0872 2.4035
H -4.5335 2.2892 2.1884
H -4.1783 0.5706 1.9692
H -4.0163 -2.9661 0.1421
H -2.4817 -4.9077 -0.0368
H -0.1350 -4.5637 -0.6965
H 0.7206 -2.3146 -1.1404
H 3.0258 -1.0382 1.6198
H 5.4444 -0.8634 1.8473

# 3
10
Properties=species:S:1:pos:R:3 method="wB97M-V/def2-TZVPD" de_lowest_kj_mol=7.4 homo_energy_ev=-4.384 total_charge=-1 total_energy_ha=-305.00471 orbital_gap_ev=8.66
O 0.2818 -0.1014 0.9259
C 0.6089 0.6650 -0.0200
O 1.4857 1.5443 -0.0155
C -0.2615 0.5041 -1.2882
H -0.0688 1.2298 -2.0818
H -0.0889 -0.5040 -1.6836
H -1.3000 0.5156 -0.9464
H -0.8717 -1.3227 0.8409
H -1.6229 -2.0321 -0.2952
O -1.5237 -2.0552 0.6563

# 4
5
Properties=species:S:1:pos:R:3 method="wB97M-V/def2-TZVPD" de_lowest_kj_mol=149.2 homo_energy_ev=-9.093 total_energy_ha=-741.26394 orbital_gap_ev=9.26
P -0.5131 0.3166 -0.2779
S 1.1794 -0.8078 0.1405
H -1.0351 1.5488 1.0359
H -1.6211 -0.6832 -0.0986
H 1.9899 -0.3745 -0.8000

# 5
14
Properties=species:S:1:pos:R:3 method="wB97M-V/def2-TZVPD" de_lowest_kj_mol=289.7 homo_energy_ev=-7.436 smiles=Nc1cc[nH]c1N total_energy_ha=-320.77296 orbital_gap_ev=8.38
N -0.4647 1.9698 0.0980
C -0.3383 0.5685 -0.0836
C -1.4159 -0.2730 -0.0454
C -0.9015 -1.5125 0.0364
N 0.5468 -1.4729 0.0275
C 0.9393 -0.0790 0.1410
N 2.3417 0.2941 0.0918
H -1.3495 2.1354 -0.5955
H -0.9713 2.0675 0.9481
H -2.5309 0.0262 -0.1905
H -1.5228 -2.4320 0.2958
H 1.0661 -2.4313 0.2377
H 1.9028 1.3900 -0.1993
H 2.6982 -0.2509 -0.7621

# 6
63
Properties=species:S:1:pos:R:3 method="wB97M-V/def2-TZVPD" de_lowest_kj_mol=50.1 homo_energy_ev=-8.161 total_energy_ha=-1409.13065 orbital_gap_ev=8.19
Ba 0.3470 0.7749 -0.3909
C -3.1011 -0.7633 -3.0904
C -2.2658 0.0422 -2.0937
O -1.7068 1.1128 -2.4205
O -2.0481 -0.4179 -0.9939
H -3.7206 -0.0537 -3.6388
H -3.6474 -1.6561 -2.7862
H -2.4122 -1.1283 -3.8521
C 3.8906 -1.0051 -2.7298
C 2.9118 -0.0856 -1.9423
O 1.9624 0.4115 -2.5975
O 3.0050 -0.0298 -0.7415
H 4.7364 -1.1851 -2.0662
H 4.3775 -0.4384 -3.5235
H 3.4252 -1.9396 -3.0431
C -3.0921 2.3728 0.8147
O -1.6274 2.5328 0.6403
C -1.3812 3.9110 0.3467
C 0.1278 4.2136 0.3050
O 0.6784 3.4946 -0.8227
C 1.6976 4.2851 -1.4806
H -3.3613 3.0854 1.5944
H -3.4582 1.4252 1.2097
H -3.5814 2.6270 -0.1256
H -1.8649 4.5555 1.0807
H -1.8140 4.1179 -0.6320
H 0.6392 3.8403 1.1923
H 0.1763 5.2961 0.1874
H 1.2948 5.1457 -2.0148
H 2.1427 3.6708 -2.2632
H 2.3802 4.7392 -0.7622
C -1.5056 -0.9779 2.1583
O -0.1557 -0.4348 2.1322
C 0.0798 0.3407 3.3103
C 1.4216 1.1371 3.1521
O 1.6122 1.5691 1.7630
C 2.8720 2.1904 1.6219
H -1.8067 -1.2252 3.1763
H -1.7392 -1.6744 1.3531
H -2.2308 -0.2100 1.8890
H -0.0227 -0.4295 4.0747
H -0.6947 1.0980 3.4318
H 2.2579 0.5212 3.4829
H 1.3155 2.0181 3.7852
H 2.9821 2.2897 0.5421
H 3.6798 1.5749 2.0178
H 2.9206 3.1635 2.1106
C -1.6896 -6.0333 0.1352
O -0.6725 -5.0824 -0.0753
C -1.0256 -3.9453 -0.9552
C 0.1454 -2.9851 -1.2032
O 0.6011 -2.1165 -0.1540
C 1.1977 -2.7509 0.9072
H -2.1473 -6.2224 -0.8358
H -2.4610 -5.7309 0.8434
H -1.2543 -6.9341 0.5681
H -1.8472 -3.3275 -0.5928
H -1.3930 -4.3864 -1.8818
H -0.1612 -2.2814 -1.9770
H 0.9379 -3.4706 -1.7727
H 1.8604 -3.5910 0.6994
H 0.3791 -3.0477 1.5628
H 1.8339 -1.9968 1.3707

# 7
19
Properties=species:S:1:pos:R:3 method="wB97M-V/def2-TZVPD" de_lowest_kj_mol=54.6 homo_energy_ev=-11.305 smiles=CCC.CC total_energy_ha=-198.86838 orbital_gap_ev=12.47
C 1.3632 -0.0299 1.2997
C 0.2018 -0.7925 1.9686
C -0.6004 -1.7312 1.0311
H 1.5992 0.7978 1.9571
H 2.2789 -0.6234 1.3526
H 1.1520 0.3933 0.3229
H -0.4701 -0.0794 2.4334
H 0.6725 -1.4764 2.6732
H -1.6835 -1.6714 1.1304
H -0.1640 -2.7271 1.0260
H -0.4979 -1.3456 0.0212
C -1.1791 0.8639 -1.9636
C 0.2239 1.4707 -1.8916
H -1.9561 1.6028 -1.8448
H -1.2879 0.2666 -2.8724
H -1.3757 0.1644 -1.1464
H 1.0170 0.8262 -2.2685
H 0.3899 1.6558 -0.8344
H 0.3164 2.4353 -2.3944

# 8
16
Properties=species:S:1:pos:R:3 method="wB97M-V/def2-TZVPD" de_lowest_kj_mol=839.1 homo_energy_ev=-7.995 total_energy_ha=-413.09647 orbital_gap_ev=8.23
C 1.5760 1.6257 0.2363
C 0.4887 -0.4953 -0.0579
C -2.9012 -0.1534 -0.1976
H 1.1447 2.3564 -0.5604
H 2.5821 2.1172 0.2332
H 0.9985 2.0150 1.2413
H 0.0601 -2.4321 0.5776
H 2.2833 -1.3040 -0.0158
H -0.8425 0.7430 -0.5415
H -3.9257 -0.6609 -0.0371
H -2.8843 0.9260 -1.0985
N 1.5955 0.2828 -0.3250
N 0.6526 -1.8571 -0.1412
N -0.6810 -0.1106 0.2397
N -1.9450 -0.8293 0.4057
O 1.7982 -2.2234 0.0412